Record 1
C29H27IrN12O8S2 as an isolated structure, computed with ωB97M-V/def2-TZVPD.

Each line ends with the Löwdin spin population.
CARTESIAN COORDINATES (ANGSTROEM)
Ir -0.47333 -0.22100 -0.10322  0.4201
C -0.66087 -0.83230 -4.41699  0.0025
C -1.06975 -0.71309 -3.08928  -0.0014
N -0.16552 -0.53495 -2.13742  0.0091
C 1.14227 -0.45993 -2.48384  -0.0012
C 1.50683 -0.60556 -3.80662  0.0018
N 0.61116 -0.79198 -4.77133  -0.0014
C 2.08324 -0.17229 -1.38332  0.0072
C 3.43959 0.07174 -1.47038  -0.0024
C 4.15012 0.37998 -0.30918  0.0086
C 3.47795 0.43553 0.91605  -0.0021
C 2.12058 0.19447 0.95038  0.0052
N 1.48988 -0.12056 -0.18867  -0.0036
C 1.21883 0.32991 2.11955  -0.0002
C 1.62637 0.59655 3.40690  0.0003
N 0.75628 0.80771 4.39851  0.0010
C -0.52789 0.76177 4.10826  0.0010
C -0.99104 0.45556 2.82101  0.0025
N -0.11442 0.23327 1.85980  -0.0013
C 5.59513 0.68963 -0.37482  0.0007
C 6.11290 1.44798 -1.41823  0.0013
C 7.47208 1.72650 -1.42522  -0.0002
N 8.31325 1.29731 -0.49010  0.0013
C 7.81299 0.56895 0.50254  -0.0002
C 6.46866 0.24418 0.61042  0.0014
H -1.39690 -0.97134 -5.19814  0.0002
H -2.10375 -0.77949 -2.78359  -0.0007
H 2.54636 -0.56378 -4.10537  0.0001
H 3.94752 0.03544 -2.42303  -0.0002
H 4.01101 0.72250 1.81122  -0.0003
H 2.67738 0.65302 3.66199  0.0000
H -1.23691 0.97154 4.89817  0.0000
H -2.04066 0.37997 2.56811  0.0001
H 5.47648 1.84855 -2.19697  0.0001
H 7.90116 2.32605 -2.21933  0.0000
H 8.51877 0.22495 1.24937  0.0000
H 6.12714 -0.36798 1.43542  0.0001
O -4.48468 -0.82927 -0.59155  0.0587
S -3.25916 -1.00332 0.11198  -0.0068
O -2.24347 -1.77073 -0.75142  0.3743
O -2.46399 0.32325 0.17432  0.0698
O -3.30677 -1.56197 1.44298  -0.0023
C 4.10654 4.93273 0.11742  0.0000
C 2.67154 4.83142 0.55368  0.0000
C 2.25326 3.80930 1.40244  0.0002
C 0.92523 3.68754 1.77297  0.0002
C -0.00676 4.59949 1.30572  0.0000
C 0.39809 5.65898 0.50331  0.0000
C 1.72748 5.75972 0.12312  0.0001
S -1.71657 4.40972 1.73767  0.0000
O -1.77765 3.53732 2.88160  0.0001
O -2.26849 5.72729 1.74818  0.0000
N -2.42541 3.57608 0.53738  0.0003
C -2.33629 4.05119 -0.83943  0.0002
C -1.91647 2.94796 -1.81640  0.0023
C -0.55892 2.32452 -1.57383  0.0034
O 0.33160 2.29734 -2.39006  -0.0010
O -0.44867 1.74683 -0.36519  0.0351
H 4.77396 4.44806 0.83015  0.0000
H 4.41619 5.97171 0.01333  0.0000
H 4.24558 4.45226 -0.85434  0.0000
H 2.99096 3.11882 1.79900  0.0000
H 0.59777 2.92041 2.45917  0.0000
H -0.31828 6.41374 0.20753  0.0000
H 2.03981 6.58639 -0.50314  0.0000
H -2.35850 2.57426 0.65940  -0.0001
H -1.62143 4.87262 -0.89652  0.0000
H -3.29949 4.44424 -1.16507  0.0001
H -1.93710 3.35045 -2.82760  0.0005
H -2.64150 2.12838 -1.74936  -0.0002
N 1.61956 -5.10776 -0.01672  -0.0005
N 0.80403 -4.07515 0.39751  -0.0018
N -0.18852 -4.26081 1.23876  0.0016
C -0.75754 -3.06789 1.26199  -0.0009
N -0.08493 -2.22136 0.47031  0.0200
N 0.90592 -2.88805 -0.09589  -0.0021
H 1.40616 -5.90628 0.57114  0.0000
H 2.58840 -4.82793 0.08645  -0.0001
H -1.66177 -2.81038 1.79312  -0.0003

Forces on the atoms, in the same order (eV/Å):
0.2 -0.1 0.0
0.0 0.0 0.0
0.0 0.0 0.0
0.0 0.0 0.0
0.0 0.0 0.0
0.0 0.0 0.0
0.0 0.0 0.0
0.0 0.0 0.0
0.0 0.0 0.0
0.0 0.0 0.0
0.0 0.0 0.0
0.0 0.0 0.0
0.0 0.1 0.0
0.0 0.0 0.0
0.0 0.0 0.0
0.0 0.0 0.0
0.0 0.0 0.0
0.0 0.0 0.0
0.0 0.0 0.0
0.0 0.0 0.0
0.0 0.0 0.0
0.0 0.0 0.0
0.0 0.0 0.0
0.0 0.0 0.0
0.0 0.0 0.0
0.0 0.0 0.0
0.0 0.0 0.0
0.0 0.0 0.0
0.0 0.0 0.0
0.0 0.0 0.0
0.0 0.0 0.0
0.0 0.0 0.0
0.0 0.0 0.0
0.0 0.0 0.0
0.0 0.0 0.0
0.0 0.0 0.0
0.0 0.0 0.0
0.0 0.0 0.0
0.0 0.1 0.0
-0.1 0.0 0.0
0.0 0.0 0.0
0.0 0.0 0.0
0.0 0.0 0.0
0.0 0.0 0.0
0.0 0.0 0.0
0.0 0.0 0.0
0.0 0.0 0.0
0.0 0.0 0.0
0.0 0.0 0.0
0.0 0.0 0.1
0.0 -0.1 0.0
0.0 0.0 0.0
0.0 0.0 -0.1
0.1 0.0 -0.1
0.0 0.0 0.0
-0.1 -0.1 0.0
0.0 0.0 0.0
-0.1 0.0 0.0
0.0 0.0 0.0
0.0 0.0 0.0
0.0 0.0 0.0
0.0 0.0 0.0
0.0 0.0 0.0
0.0 0.0 0.0
0.0 0.0 0.0
0.0 0.0 0.0
0.0 0.0 0.0
0.0 0.0 0.0
0.0 0.0 0.0
0.0 0.0 0.0
0.0 0.0 0.0
0.0 0.0 0.0
0.0 0.0 0.0
0.0 0.0 0.1
0.0 0.0 -0.2
0.0 0.0 0.0
0.0 0.0 0.0
0.0 0.0 0.0
0.0 0.0 0.0

Output
Total charge: +1
E_HOMO (alpha / beta), eV: -11.6 / -11.6
⟨S²⟩: 0.757
Spin multiplicity: 2
HOMO-LUMO gap (alpha / beta), eV: 6.8 / 5.8
Total energy, a.u.: -3280.7753
ΔE to the lowest compared entry with this formula, charge and spin, kcal per mole: 5.9
Maximum force, eV/Å: 0.182

=====

Record 2
C29H27N4O2PPtS as an isolated structure, computed with ωB97M-V/def2-TZVPD.

Each line ends with the natural charge from an NBO analysis.
CARTESIAN COORDINATES (ANGSTROEM)
Pt -0.54208 0.93125 -0.32920  0.7013
C -0.58526 6.38845 2.99545  -0.6143
C -1.72366 5.46274 2.58973  -0.2151
N -1.65128 5.04785 1.20021  -0.5882
C -0.90223 4.01769 0.75605  0.2748
S -0.99949 3.53782 -0.86804  -0.2614
N -0.03764 3.49525 1.65394  -0.4368
N 0.45905 2.36418 1.21115  -0.2350
C 1.62765 1.92639 1.58687  0.0975
C 2.47229 2.61104 2.61786  -0.6733
C 2.10097 0.79404 0.82367  0.2459
C 3.32093 0.10708 1.21802  -0.2676
C 3.74432 -0.97675 0.56137  -0.1034
C 3.12160 -1.39351 -0.69132  -0.2760
C 1.84825 -0.66495 -1.08174  0.1556
N 1.38619 0.38005 -0.20381  -0.4567
H -0.69234 6.68988 4.03885  0.2048
H -0.57927 7.28722 2.37780  0.2036
H 0.37076 5.88132 2.87629  0.2202
H -2.68287 5.96583 2.72149  0.1958
H -1.73158 4.57490 3.22395  0.2061
H -2.30174 5.42858 0.53611  0.4111
H 2.08197 3.61359 2.77642  0.2556
H 3.51481 2.68953 2.30837  0.2158
H 2.44121 2.08582 3.57617  0.2219
H 3.80436 0.42975 2.12746  0.2318
H 4.56269 -1.56935 0.95047  0.2223
H 3.21043 -2.43285 -0.97602  0.2477
H 0.47049 -0.71957 -2.68023  0.2763
O -3.77421 1.57987 -2.09726  -0.5911
C -3.18057 0.76419 -1.43035  0.7727
O -2.60475 0.99513 -0.27437  -0.7534
C -3.25703 -0.70345 -1.86037  -0.0910
C -4.40765 -1.09904 -2.53651  -0.1698
C -4.60532 -2.42350 -2.88466  -0.1853
C -3.65277 -3.38369 -2.56783  -0.2306
C -2.49570 -3.00534 -1.91239  -0.1224
C -2.28593 -1.66819 -1.57486  -0.4230
P -0.77646 -1.15384 -0.75672  1.2222
C 0.70603 -1.37874 -1.83185  -0.5980
C 3.11150 -0.39603 -1.85158  -0.2244
C 3.30011 -0.83127 -3.24523  -0.1630
C 2.84648 -1.93146 -3.85880  -0.2525
C 1.96506 -2.95037 -3.30170  -0.1999
C 1.02310 -2.73552 -2.38187  -0.1868
C -0.57429 -2.19038 0.71930  -0.3089
C -1.35757 -1.83779 1.81919  -0.2102
C -1.26113 -2.55165 3.00135  -0.1922
C -0.37248 -3.61386 3.10337  -0.1977
C 0.41877 -3.95966 2.01885  -0.2130
C 0.31650 -3.25392 0.82729  -0.2274
H -5.14176 -0.34188 -2.77488  0.2443
H -5.51277 -2.71402 -3.39820  0.2176
H -3.81398 -4.42122 -2.82894  0.2164
H -1.75981 -3.75569 -1.65000  0.1990
H 3.57173 0.55400 -1.60789  0.2331
H 3.93261 -0.17156 -3.82808  0.2214
H 3.17883 -2.09848 -4.87705  0.2190
H 2.06306 -3.95268 -3.70449  0.2161
H 0.42041 -3.57770 -2.06728  0.2084
H -2.03516 -0.99364 1.74373  0.2434
H -1.87507 -2.27055 3.84680  0.2200
H -0.29247 -4.16622 4.03045  0.2173
H 1.11973 -4.78067 2.09560  0.2158
H 0.95448 -3.53443 -0.00003  0.2139

Forces on the atoms, in the same order (eV/Å):
-0.6 0.3 0.0
0.0 0.0 0.0
0.0 0.0 0.0
0.0 -0.1 0.0
0.0 0.1 0.2
0.1 -0.2 -0.3
0.0 0.0 0.1
0.2 0.0 -0.1
0.0 0.1 0.1
0.0 0.0 0.0
-0.2 0.0 -0.2
0.0 -0.1 0.0
0.0 0.0 0.0
0.0 0.0 0.0
0.0 0.0 0.0
0.1 0.2 0.2
0.0 0.0 0.0
0.0 0.0 0.0
0.0 0.0 0.0
0.0 0.0 0.0
0.0 0.0 0.0
0.0 0.0 0.0
0.0 0.0 0.0
0.0 0.0 0.0
0.0 0.0 0.0
0.0 0.0 0.0
0.0 0.0 0.0
0.0 0.0 0.0
0.0 0.0 0.0
0.0 0.0 0.0
-0.2 -0.1 0.1
0.2 0.2 0.0
0.1 0.0 -0.1
0.0 0.0 0.0
0.0 0.0 0.0
0.0 0.0 0.0
0.0 0.0 0.0
-0.1 0.0 0.1
0.4 -0.3 -0.1
-0.1 0.1 0.0
0.0 0.0 0.0
0.0 -0.1 -0.1
0.1 0.1 0.0
-0.1 0.0 0.0
0.0 -0.1 0.0
-0.1 -0.1 -0.1
-0.1 0.0 0.0
0.0 0.0 0.0
0.0 0.0 0.0
0.0 0.0 0.0
0.1 0.0 0.0
0.0 0.0 0.0
0.0 0.0 0.0
0.0 0.0 0.0
0.0 0.0 0.0
0.0 0.0 0.0
0.0 0.0 0.0
0.0 0.0 0.0
0.0 0.0 0.0
0.0 0.0 0.0
0.0 0.0 0.0
0.0 0.0 0.0
0.0 0.0 0.0
0.0 0.0 0.0
0.0 0.0 0.0

Output
E_HOMO, eV: -7.2
Spin multiplicity: 1
HOMO-LUMO gap, eV: 6.7
Total energy, a.u.: -2349.6149
ΔE to the lowest compared entry with this formula, charge and spin, kcal per mole: 64.6
Maximum force, eV/Å: 0.627

=====

Record 3
C29H28Br2FKN11O4S3Se2 as an isolated structure, computed with ωB97M-V/def2-TZVPD.

Each line ends with the Löwdin charge.
CARTESIAN COORDINATES (ANGSTROEM)
K 0.29892 1.35227 1.74428  0.6914
C 8.55323 -0.88916 -2.91663  -0.4792
Se 7.00900 -0.02261 -2.21553  0.8366
C 6.66430 1.11216 -3.85862  -0.5067
C 5.30712 0.70555 -4.32568  -0.6176
Se 3.91898 0.58344 -2.89535  0.8272
C 2.76606 2.19542 -3.25112  -0.3466
H 9.35730 -0.65504 -2.24386  -0.0122
H 8.83964 -0.42950 -3.88038  0.0183
H 8.43123 -1.98636 -2.97043  0.0231
H 7.45427 0.83088 -4.52872  0.0358
H 6.65803 2.13728 -3.43771  0.0637
H 5.19798 -0.23346 -4.87789  0.0501
H 4.82865 1.43754 -5.03561  0.0686
H 3.42375 3.03896 -3.35500  0.0104
H 2.04751 2.22373 -2.45793  -0.0151
H 2.31028 1.84915 -4.14856  -0.0026
Br 5.66382 1.96794 6.92367  0.7350
C 4.12140 1.91850 5.79043  -0.6534
C 3.22619 2.97679 5.60210  -0.0934
C 2.16807 2.78658 4.75909  -0.1280
N 2.00766 1.67887 4.02139  0.0721
C 2.74998 0.61174 4.30967  -0.1944
C 3.87981 0.70576 5.20372  -0.0654
C 2.48358 -0.68626 3.70234  -0.2128
C 3.41455 -1.75657 3.85163  -0.0627
C 3.02145 -3.02588 3.49585  -0.7079
Br 4.21430 -4.41523 3.76687  0.8008
C 1.73877 -3.26771 3.02673  -0.0836
C 1.01191 -2.15120 2.76261  -0.1358
N 1.36677 -0.89612 3.01012  0.0775
H 3.43589 3.98630 5.98610  0.1168
H 1.42101 3.54901 4.62206  0.1129
H 4.65509 -0.09896 5.24097  0.1015
H 4.41332 -1.56954 4.26830  0.0929
H 1.36397 -4.23371 2.63994  0.1315
H 0.04026 -2.29887 2.30994  0.1090
S -2.36249 -6.43994 -1.94528  0.4568
C -1.98204 -4.76795 -1.94967  -1.0666
S -0.65768 -4.12940 -1.10467  0.9039
C -1.06750 -2.43555 -1.46226  -1.1630
N -2.06374 -2.39761 -2.31573  -0.0233
N -2.67474 -3.62267 -2.48160  -0.1442
C -3.94390 -3.56191 -3.10962  -0.1780
C -4.54035 -2.28528 -3.25949  -0.0233
C -5.66287 -2.14288 -4.04333  -0.1114
C -6.22710 -3.22304 -4.69649  -0.1279
C -5.63174 -4.47188 -4.59934  -0.0984
C -4.51545 -4.65951 -3.77886  -0.0374
S -0.05213 -1.21503 -0.87421  0.4722
H -4.00134 -1.46766 -2.77928  0.0964
H -6.15113 -1.15589 -4.10949  0.1062
H -7.19112 -3.09395 -5.26503  0.1098
H -6.06080 -5.30730 -5.12960  0.0924
H -4.13577 -5.63591 -3.62193  0.0182
F -3.89618 -0.66012 0.43675  0.0417
C -3.99344 0.67030 0.09642  -0.1931
C -2.98710 1.32343 -0.55339  0.0695
N -3.11578 2.65563 -0.96573  0.0396
C -2.00178 3.45157 -1.55502  -0.0634
C -0.72983 2.73811 -1.75930  -0.6665
O -0.19422 2.26263 -0.68742  -0.2239
O -0.31259 2.50566 -2.93608  -0.0224
C -4.29235 3.37831 -0.69306  -0.4170
O -4.45284 4.60295 -0.90127  0.0290
N -5.31485 2.68124 -0.01418  0.1886
C -5.34592 1.30395 0.30160  -0.4074
O -6.35104 0.64153 0.57615  0.0555
H -2.03126 0.91311 -0.88009  0.0950
H -1.87188 4.35439 -0.95302  0.1328
H -2.32161 3.75750 -2.54018  0.1252
H -6.19131 3.23092 0.08976  0.1752
N -3.89414 1.81559 2.93992  0.1405
N -2.89406 1.65326 3.90836  -0.2768
N -3.05602 2.02828 5.15359  0.1115
C -1.91782 1.48622 5.73510  -0.1864
N -1.16267 0.88613 4.82420  0.0013
N -1.73343 1.02866 3.66260  -0.0038
H -4.80122 1.77733 3.46710  0.1249
H -3.91492 0.96887 2.31963  0.0893
H -1.76391 1.52621 6.81465  0.1010

Forces on the atoms, in the same order (eV/Å):
-0.1 -0.1 -0.8
0.9 -0.5 -0.5
-0.5 0.6 -0.4
-0.8 -0.5 2.2
-2.5 1.0 -1.3
0.1 0.3 0.3
1.4 -1.7 -0.2
0.6 -0.2 0.3
-0.2 -0.6 0.4
0.0 0.6 -0.2
0.4 0.5 -0.4
0.3 -0.5 -0.8
0.7 0.0 0.4
0.7 -0.3 0.5
-0.1 0.5 0.0
-0.3 0.2 0.4
-0.7 0.6 -0.7
-0.4 0.5 -0.3
0.0 -0.3 0.3
1.1 0.9 0.7
0.2 -0.6 -0.8
-0.7 -0.8 0.8
1.9 1.3 0.7
-0.2 -0.5 -1.3
0.7 -2.2 -1.1
-0.2 1.2 0.5
-0.3 0.1 0.2
0.6 -0.7 0.0
0.8 -0.9 -0.7
-1.3 0.6 -0.7
-0.3 0.5 1.1
-0.3 -0.7 0.2
0.0 0.4 -0.2
-1.2 0.9 0.4
-0.7 -0.4 -0.3
0.4 0.6 0.7
0.0 0.3 -0.3
0.2 1.4 -0.2
-2.0 0.9 -0.7
0.5 0.1 0.5
-0.1 -0.8 -1.0
0.3 0.4 1.3
1.2 -2.2 0.8
-0.3 0.2 -1.3
1.1 -0.7 0.4
-0.6 0.9 0.3
-1.2 -0.1 -0.8
0.1 0.3 0.7
-0.4 0.9 0.1
-0.2 0.3 0.1
-0.5 -0.1 -0.2
0.4 -0.5 0.0
1.3 -0.1 0.5
0.0 -0.2 0.0
0.5 -0.6 -0.1
-0.1 1.3 -0.3
-0.2 0.3 -0.5
-0.5 0.6 -0.3
-1.3 0.2 0.9
-1.6 1.0 -0.5
2.7 -3.2 -0.6
-0.3 1.0 -0.4
-1.0 1.2 2.1
0.2 1.9 0.6
0.6 -2.8 0.0
-0.5 -0.4 -0.2
0.4 -1.4 -1.1
1.3 1.7 0.2
-0.2 -0.6 0.4
0.0 -0.2 0.1
-0.3 0.3 -0.2
1.0 -0.7 -0.2
-1.0 -0.7 0.3
0.7 -0.3 0.4
1.3 -1.4 0.4
-2.0 1.0 -0.8
0.8 0.3 0.5
-1.7 0.1 -0.1
1.2 0.2 -0.5
0.5 0.9 0.8
0.2 0.0 -0.6

Output
Total charge: -1
E_HOMO, eV: -4.3
Spin multiplicity: 1
HOMO-LUMO gap, eV: 5.0
Total energy, a.u.: -13870.4387
ΔE to the lowest compared entry with this formula, charge and spin, kcal per mole: 29.5
Maximum force, eV/Å: 4.269